No. 1
Molecular formula: C4H7NO
Method: DFT, ωB97M-V with the def2-TZVPD basis set

```
! RIJCOSX wB97M-V def2-TZVPD def2/J DEFGRID3
* xyz 0 1
O -0.910 2.013 -1.489
N -1.281 1.340 -0.320
C 1.040 0.059 -0.216
C 0.804 -1.199 0.674
C -0.680 -0.802 0.702
C -0.406 0.492 0.025
H 1.347 -1.156 1.627
H 0.987 -2.189 0.241
H 1.416 -0.106 -1.227
H -1.587 2.694 -1.553
H 1.637 0.811 0.298
H -1.052 -1.023 -0.351
H -1.314 -0.934 1.591
*
```

Results
Kohn-Sham gap ... 0.370 hartree



No. 2
Molecular formula: C4H7NO
Method: DFT, ωB97M-V with the def2-TZVPD basis set

```
! RIJCOSX wB97M-V def2-TZVPD def2/J DEFGRID3
* xyz 0 1
O -0.507 -2.946 -0.894
N 0.608 -0.962 -0.461
C -1.122 0.206 0.122
C 0.312 0.173 0.404
C -0.338 -1.899 -0.317
C 1.094 1.386 -0.097
H -1.417 0.441 -0.897
H 0.530 -0.008 1.463
H -1.918 0.190 0.864
H -1.139 -1.593 0.487
H 0.847 1.596 -1.142
H 0.892 2.273 0.511
H 2.159 1.145 -0.044
*
```

Results
Kohn-Sham gap (spin up / spin down) ... 0.281 / 0.282 hartree



What did we get for relative energy (zero: lowest compared OMol25 entry of this formula, charge and spin)? Answer: 94.60, 104.11 kcal per mole, in the order shown.